1.
DFT (the ωB97M-V functional and the def2-TZVPD basis) results for C43H35BCl3N6OZr as an isolated structure.

The calculation puts the total energy at -3516.221043 Ha. The calculation puts the LUMO energy at 0.0791 hartree. The highest occupied orbital energy is -3.3 eV. As for the charge: -1.

Geometry as XYZ:
```
90
Properties=species:S:1:pos:R:3:mulliken_charge:R:1
Zr 0.5216 0.2278 0.3567 -0.01
C -4.9172 -1.3214 1.9882 -1.49
C -3.4525 -1.5507 1.8052 1.08
C -2.7500 -2.7186 2.0047 -1.55
C -1.4213 -2.4192 1.6860 -0.48
N -1.3279 -1.1377 1.3147 0.38
N -2.5801 -0.6174 1.3820 0.82
B -2.9134 0.8284 0.9812 -1.44
N -2.1679 1.8490 1.8574 0.50
N -0.8362 2.0564 1.7137 0.27
C -0.4976 2.9872 2.6042 -0.28
C -1.6265 3.3656 3.3493 -1.44
C -2.6680 2.6181 2.8438 0.96
C -4.1012 2.6102 3.2635 -1.39
C 0.8595 3.5351 2.7561 0.64
C 1.7116 3.6994 1.6680 0.23
C 2.9862 4.2121 1.8533 -0.59
C 3.4181 4.5790 3.1200 -0.56
C 2.5688 4.4292 4.2072 -0.68
C 1.2976 3.9092 4.0246 -0.69
N -2.5473 1.0705 -0.5009 0.07
N -1.3082 0.8202 -0.9971 1.74
C -1.2871 1.2886 -2.2495 -0.43
C -2.5202 1.8671 -2.5527 -1.59
C -3.2945 1.7051 -1.4199 0.98
C -4.7039 2.1405 -1.1886 -1.40
C -0.1115 1.2172 -3.1399 0.09
C 0.5040 2.3949 -3.5538 -0.39
C 1.6299 2.3483 -4.3606 -0.70
C 2.1425 1.1224 -4.7636 -0.50
C 1.5239 -0.0530 -4.3620 -0.51
C 0.3967 -0.0071 -3.5565 -0.44
C -0.3055 -3.3786 1.6349 0.63
C 0.9872 -3.0319 2.0069 0.09
C 2.0223 -3.9469 1.8671 -0.61
C 1.7746 -5.2156 1.3687 -0.46
C 0.4783 -5.5787 1.0218 -0.64
C -0.5519 -4.6651 1.1537 -0.74
H -5.3710 -2.2392 2.3587 0.41
H -5.1199 -0.5219 2.7009 0.19
H -5.3989 -1.0536 1.0472 0.25
H -3.1403 -3.6603 2.3518 0.58
H -4.0877 0.9921 1.1140 -0.16
H -1.6808 4.1123 4.1234 0.55
H -4.2579 3.3833 4.0138 0.37
H -4.7708 2.8009 2.4244 0.22
H -4.3814 1.6497 3.6999 0.17
H 1.3935 3.4103 0.6748 0.28
H 3.6454 4.3074 1.0004 0.29
H 4.4178 4.9712 3.2607 0.39
H 2.9013 4.7012 5.2016 0.36
H 0.6471 3.7586 4.8774 0.38
H -2.8104 2.3202 -3.4856 0.51
H -5.0956 2.5871 -2.1009 0.39
H -5.3407 1.3002 -0.9117 0.22
H -4.7649 2.8811 -0.3899 0.25
H 0.1271 3.3456 -3.1959 0.38
H 2.1248 3.2662 -4.6518 0.38
H 3.0319 1.0834 -5.3803 0.40
H 1.9245 -1.0133 -4.6621 0.39
H -0.0754 -0.9203 -3.2228 0.81
H 1.1958 -2.0514 2.4111 0.53
H 3.0275 -3.6505 2.1389 0.39
H 2.5872 -5.9201 1.2417 0.40
H 0.2766 -6.5632 0.6191 0.35
H -1.5514 -4.9313 0.8320 0.32
Cl 6.5762 -1.6350 -1.5423 -0.30
C 5.1078 -0.6924 -1.3520 0.00
C 3.9238 -1.3487 -1.0720 -0.94
C 2.7183 -0.6411 -0.9614 -0.26
Cl 1.8534 0.2841 2.4656 -0.57
C 2.8009 0.7935 -0.9921 -0.24
O 1.6960 1.5070 -0.7396 -0.33
C 4.0101 1.4021 -1.3012 0.71
Cl 4.0528 3.1354 -1.4804 -0.28
C 5.1778 0.6793 -1.5019 -0.74
H 3.9346 -2.4211 -0.9412 0.73
H 6.1039 1.1749 -1.7512 0.49
C 1.3772 -1.2292 -0.8221 1.95
C 0.9753 -2.4182 -1.5629 0.43
C 1.7960 -3.1534 -2.4429 -0.80
C 1.3117 -4.2230 -3.1837 -0.80
C -0.0164 -4.6143 -3.0987 -0.92
C -0.8595 -3.8865 -2.2644 -0.71
C -0.3784 -2.8242 -1.5253 -0.27
H 2.8293 -2.8712 -2.5740 0.71
H 1.9891 -4.7536 -3.8444 0.39
H -0.3894 -5.4488 -3.6794 0.33
H -1.9103 -4.1486 -2.1955 0.40
H -1.0667 -2.2523 -0.9157 0.51
```

2.
DFT (the ωB97M-V functional and the def2-TZVPD basis) results for a 14-piece molecular cluster, C43H78F10NO15S overall.

The calculation puts the total energy at -4265.409431 Ha. The calculation puts the LUMO energy at 0.0625 hartree. The highest occupied orbital energy is -5.3 eV. As for the charge: -1.

Geometry as XYZ:
```
148
Properties=species:S:1:pos:R:3:mulliken_charge:R:1
O -1.7365 -1.9615 2.7663 -0.69
S -1.2809 -1.0729 1.7222 1.10
O 0.1088 -0.6773 1.8055 -0.52
N -1.8261 -1.3337 0.2883 -0.50
F -1.1091 -2.5769 -0.0297 -0.15
C -2.2205 0.5328 1.9107 0.19
F -1.2803 1.5220 1.7866 -0.26
F -2.7054 0.6054 3.1697 -0.25
C -3.3562 0.9367 0.9176 0.76
F -3.8711 2.0957 1.4313 -0.36
F -2.7808 1.2594 -0.2535 -0.27
C -4.6105 0.0174 0.5406 0.64
F -5.6577 0.8833 0.4204 -0.31
F -4.4301 -0.5489 -0.6466 -0.23
C -5.0912 -1.0891 1.5321 0.42
F -6.3880 -1.3297 1.3103 -0.29
F -4.9655 -0.6400 2.7860 -0.27
F -4.4390 -2.2163 1.3999 -0.08
C 0.5044 -3.6404 -2.8919 -1.43
C 0.7279 -2.2049 -2.4585 1.05
O 0.2534 -1.2860 -3.0849 -0.63
C 1.5903 -2.0148 -1.2389 0.03
H -0.1168 -3.6604 -3.7844 0.37
H 1.4635 -4.1233 -3.0942 0.33
H 0.0080 -4.1956 -2.0932 0.20
H 2.5847 -2.4164 -1.4449 0.37
H 1.1663 -2.5437 -0.3874 0.25
H 1.6654 -0.9575 -0.9989 -0.56
C -4.1050 -5.4359 0.1310 -1.12
C -2.7660 -5.9686 0.5891 0.76
O -1.7868 -5.2613 0.5882 -0.31
C -2.6918 -7.4124 1.0571 -0.76
H -3.9919 -4.3958 -0.1653 0.13
H -4.4767 -6.0259 -0.7097 0.42
H -4.8369 -5.5120 0.9381 0.32
H -2.9824 -8.0913 0.2529 0.33
H -3.3732 -7.5738 1.8945 0.34
H -1.6647 -7.5874 1.3778 -0.03
C 5.4588 0.5921 -4.2393 -1.27
C 4.2465 -0.1554 -3.7191 0.84
O 4.2932 -0.7646 -2.6740 -0.51
C 2.9981 -0.0339 -4.5438 0.19
H 6.2968 0.4594 -3.5586 0.34
H 5.7271 0.2235 -5.2313 0.36
H 5.2201 1.6528 -4.3377 0.23
H 3.1743 -0.3662 -5.5685 0.43
H 2.7139 1.0188 -4.5632 -0.14
H 2.1899 -0.6078 -4.0969 -0.38
C 1.0476 -5.6979 2.2900 -0.85
C 1.2385 -7.1904 2.2626 0.88
O 0.3031 -7.9531 2.3875 -0.62
C 2.6532 -7.6758 2.0691 -0.89
H 0.0001 -5.4421 2.4122 0.17
H 1.6410 -5.2574 3.0948 0.40
H 1.4039 -5.2661 1.3564 0.18
H 3.2914 -7.2966 2.8658 0.05
H 3.0383 -7.3012 1.1180 0.36
H 2.6863 -8.7625 2.0801 0.28
C -4.3189 6.9478 0.6278 -1.30
C -3.5391 6.1755 -0.4128 0.74
O -3.1894 6.6940 -1.4505 -0.55
C -3.2307 4.7408 -0.0800 -1.06
H -4.4844 7.9661 0.2845 0.34
H -5.2775 6.4602 0.8127 0.39
H -3.7707 6.9606 1.5712 0.33
H -4.1519 4.1807 0.0801 0.44
H -2.6470 4.6785 0.8398 0.34
H -2.6718 4.2847 -0.8938 0.30
C 5.2586 -0.2510 2.9698 -1.07
C 5.0971 -1.2452 1.8407 0.82
O 5.0624 -2.4401 2.0396 -0.61
C 4.9747 -0.6462 0.4611 -0.40
H 5.3332 -0.7737 3.9208 0.33
H 6.1493 0.3604 2.8122 0.32
H 4.3873 0.4073 2.9725 0.24
H 5.8798 -0.0799 0.2309 0.46
H 4.1192 0.0308 0.4409 -0.19
H 4.8286 -1.4251 -0.2804 0.15
C 1.3868 1.8917 -0.2988 0.34
C 2.4735 2.4968 0.5517 0.79
O 2.8509 1.8962 1.5302 -0.56
C 3.0817 3.8135 0.1154 -1.08
H 1.0836 0.9505 0.1586 -0.60
H 0.5174 2.5499 -0.3635 0.16
H 1.7616 1.7097 -1.3095 0.26
H 2.3103 4.5850 0.0719 0.10
H 3.5042 3.7115 -0.8861 0.30
H 3.8600 4.1117 0.8143 0.35
C 6.1618 -9.0046 6.2015 -1.16
C 5.2893 -8.1462 5.3125 0.85
O 4.6460 -8.6197 4.4058 -0.49
C 5.2670 -6.6674 5.6198 -0.97
H 6.0970 -10.0430 5.8860 0.31
H 7.1984 -8.6672 6.1474 0.32
H 5.8400 -8.9153 7.2405 0.32
H 6.2739 -6.2528 5.5469 0.31
H 4.9154 -6.5017 6.6399 0.31
H 4.6140 -6.1487 4.9228 0.19
C 0.7398 4.4519 -6.5357 -0.99
C 1.9636 4.1396 -5.7146 0.90
O 2.2072 3.0140 -5.3377 -0.60
C 2.8605 5.2976 -5.3677 -0.56
H 0.1834 3.5355 -6.7180 0.30
H 0.1080 5.1591 -5.9935 0.23
H 1.0343 4.9045 -7.4845 0.27
H 2.3004 6.0345 -4.7874 0.10
H 3.2363 5.7667 -6.2774 0.07
H 3.6972 4.9348 -4.7728 0.25
C -0.5693 8.1176 -1.7653 -1.23
C -0.2029 6.9113 -2.5945 0.79
O -0.4040 6.8687 -3.7884 -0.56
C 0.4278 5.7570 -1.8525 -0.87
H -1.0125 8.8797 -2.4017 0.32
H -1.2727 7.8344 -0.9793 0.20
H 0.3207 8.5177 -1.2755 0.38
H -0.2516 5.3969 -1.0782 0.32
H 1.3498 6.0837 -1.3680 0.34
H 0.6427 4.9485 -2.5482 0.26
C 5.1479 7.5269 -9.9548 -1.14
C 5.0621 6.3694 -8.9887 0.78
O 4.0955 6.2008 -8.2829 -0.52
C 6.2450 5.4320 -8.9486 -1.06
H 4.2431 8.1255 -9.8920 0.28
H 6.0157 8.1462 -9.7212 0.34
H 5.2733 7.1554 -10.9733 0.34
H 7.1496 5.9811 -8.6812 0.33
H 6.4070 4.9906 -9.9336 0.33
H 6.0656 4.6449 -8.2209 0.26
C -5.6478 -3.2764 4.7066 -0.61
C -7.0265 -3.8329 4.9559 0.84
O -7.6677 -4.4011 4.1006 -0.59
C -7.5745 -3.5811 6.3392 -0.87
H -5.3385 -3.4652 3.6816 -0.03
H -5.6541 -2.2011 4.8916 0.15
H -4.9227 -3.7252 5.3875 0.44
H -7.5725 -2.5021 6.4932 0.12
H -6.9421 -4.0400 7.1013 0.33
H -8.5861 -3.9740 6.4164 0.29
C -7.6192 2.0872 6.5010 -1.17
C -7.8401 0.8147 5.7177 0.82
O -7.8620 -0.2682 6.2561 -0.55
C -8.0210 0.9601 4.2264 -0.99
H -7.4987 1.8536 7.5557 0.31
H -6.7285 2.5997 6.1340 0.32
H -8.4671 2.7615 6.3670 0.34
H -7.1424 1.4359 3.7864 0.21
H -8.8829 1.5954 4.0130 0.43
H -8.1649 -0.0181 3.7745 0.23
```

3.
DFT (the ωB97M-V functional and the def2-TZVPD basis) results for an isolated ion of composition C6H9O2S and charge -1.

Its SMILES is CC(C)(C)[C@]1([S-])OC1=O. The calculation puts the total energy at -782.673683 Ha. The calculation puts the LUMO energy at 0.1292 hartree. The highest occupied orbital energy is -3.3 eV. As for the charge: -1.

Geometry as XYZ:
```
18
Properties=species:S:1:pos:R:3:nbo_charge:R:1
C 0.5934 0.8154 -1.3796 -0.61
C 0.1017 0.2547 -0.0621 -0.15
C 0.7642 0.9395 1.1149 -0.60
C -1.3840 0.4765 -0.1942 -0.60
C 0.3141 -1.2173 0.1689 0.08
S 2.1645 -1.6279 0.1848 -0.63
O -0.5371 -2.1417 -0.6556 -0.51
C -0.6538 -2.1420 0.6507 0.74
O -1.3372 -2.7762 1.4635 -0.62
H -0.1240 0.3251 -2.1535 0.20
H 0.4887 1.8488 -1.3574 0.19
H 1.6986 0.4225 -1.5244 0.26
H 0.3910 1.8751 1.3204 0.18
H 1.9628 1.0579 0.9688 0.24
H 0.7542 0.2903 2.0421 0.23
H -1.5467 1.5953 -0.4552 0.19
H -1.7414 -0.1978 -0.9409 0.22
H -1.9089 0.2018 0.8087 0.20
```

4.
DFT (the ωB97M-V functional and the def2-TZVPD basis) results for an isolated ion of composition CHN2O4 and charge -1.

Its SMILES is O=C([O-])/N=[N+](\[O-])O. The calculation puts the total energy at -449.134386 Ha. The calculation puts the LUMO energy at 0.1413 hartree. The highest occupied orbital energy is -4.8 eV. As for the charge: -1.

Geometry as XYZ:
```
8
Properties=species:S:1:pos:R:3:nbo_charge:R:1
O -2.6191 1.9672 0.7608 -0.73
C -1.4952 2.3110 0.4466 0.85
O -0.9019 3.3517 0.2825 -0.72
N -0.5896 1.0690 0.3214 -0.34
N -0.4990 0.7318 -0.8279 0.55
O -0.8995 1.1744 -1.8623 -0.46
O 0.3051 -0.4583 -0.8968 -0.62
H 0.5289 -0.7536 0.0669 0.48
```

- Which formula does entry 1 have?
  C43H35BCl3N6OZr